ORCA calculation (wB97M-V/def2-TZVPD) on the molecule C6H8.

Summary:
frontier orbital gap (spin up / spin down)	8.80 / 8.26	eV
relative energy (zero: lowest compared OMol25 entry of this formula, charge and spin)	5.322	eV
HOMO level (spin up / spin down)	-0.303 / -0.289	Ha

Positions of all 14 atoms, in Å:
C1 1.509209 0.433259 -0.724376
C2 -0.843674 -1.000944 -0.108768
C3 1.342543 0.498690 0.774423
H1 2.110149 -0.432969 -1.062983
C4 0.250898 0.011554 -0.060473
H2 1.231045 1.460153 1.390232
C5 -2.080613 -0.169386 0.099683
H3 -2.339025 1.936761 -0.135076
H4 1.629786 1.403177 -1.305611
H5 -3.073139 -0.431593 0.299392
C6 -1.777730 1.119331 0.007569
H6 2.026244 -0.122364 1.385030
H7 -0.779655 -1.379421 -1.067236
H8 -0.704207 -1.831288 0.557247

Cartesian forces, eV/Å:
0.13 0.54 -0.78
-0.41 0.38 1.46
0.78 0.99 2.35
-0.08 0.74 0.03
-1.68 3.21 0.32
-0.02 -1.15 -1.52
1.69 1.16 -0.14
-1.79 3.16 -0.08
-0.44 -1.58 0.60
-1.45 -1.19 0.05
4.30 -4.32 -0.17
-0.71 -0.30 -0.52
-0.44 -1.13 -2.23
0.12 -0.51 0.64

---

ORCA calculation (wB97M-V/def2-TZVPD) on a structure of composition C4H4O3.

Summary:
frontier orbital gap	7.86	eV
relative energy (zero: lowest compared OMol25 entry of this formula, charge and spin)	4.388	eV
HOMO level	-0.348	Ha

Positions of all 11 atoms, in Å:
C1 -0.415866 -0.104963 -0.356051
O1 -0.056408 -0.192085 -1.583490
H1 2.760756 -0.237002 1.260640
C2 2.077384 0.118948 0.465033
H2 -1.261006 0.251353 -1.641610
H3 -2.399400 -0.692406 -0.650859
H4 -2.235364 0.628037 0.603885
C3 -1.796711 0.129468 -0.256313
C4 0.608523 -0.197335 0.757113
O2 0.279660 -0.460817 1.889209
O3 2.438433 0.756807 -0.487557

Cartesian forces, eV/Å:
-0.31 0.05 -0.11
-0.16 0.04 0.06
-0.05 0.01 -0.09
0.28 0.25 -0.36
0.23 -0.14 -0.19
0.13 0.11 -0.05
0.07 -0.08 -0.12
-0.02 -0.01 0.44
-0.17 -0.04 0.45
0.18 0.12 -0.56
-0.18 -0.30 0.52

---

ORCA calculation (wB97M-V/def2-TZVPD) on the molecule C6H7NO3.

Summary:
frontier orbital gap	7.48	eV
relative energy (zero: lowest compared OMol25 entry of this formula, charge and spin)	5.096	eV
HOMO level	-0.305	Ha
SMILES	O=[N+]([O-])\C=C/C=C\C=C\O

Positions of all 17 atoms, in Å:
H1 1.587913 -1.016625 -1.798528
N1 1.792725 -0.483029 0.175681
C1 -0.740686 0.977531 0.852305
O1 2.960044 -0.225858 -0.083730
C2 -1.265442 -1.302772 0.169732
H2 0.851828 2.804184 0.322472
C3 -0.324110 1.442355 -0.332765
C4 -0.277393 -1.354830 -0.876176
H3 -0.683371 1.057670 -1.275157
H4 -1.913389 -2.166846 0.233350
C5 -1.479192 -0.250860 0.981073
H5 -2.215399 -0.319810 1.768868
C6 0.998314 -0.919834 -0.896598
H6 -0.621605 -1.836170 -1.786224
O2 0.481378 2.498766 -0.517234
O3 1.319133 -0.393503 1.297285
H7 -0.470748 1.489625 1.765642

Cartesian forces, eV/Å:
-0.01 0.03 0.13
0.40 0.23 0.92
-0.05 0.55 -0.27
0.28 0.09 -0.19
-0.48 0.05 0.56
-0.07 -0.12 -0.05
-1.13 0.76 0.61
0.74 0.19 0.21
0.02 0.02 0.04
-0.11 -0.03 0.03
0.08 -0.38 -0.45
-0.15 -0.07 0.01
-0.38 -1.52 -1.42
0.19 0.11 -0.15
0.34 0.23 -0.11
0.20 -0.26 0.06
0.14 0.12 0.06

---

ORCA calculation (wB97M-V/def2-TZVPD) on a cluster of 8 separate species, C33H87N7O8 in total.

Summary:
<S²>	0.754
frontier orbital gap (spin up / spin down)	8.25 / 3.95	eV
multiplicity	2
HOMO level (spin up / spin down)	-0.393 / -0.393	Ha
charge	+1

Positions of all 135 atoms, in Å:
H1 3.736270 1.702670 23.025690
H2 1.249600 2.306110 22.520930
C1 0.410210 -3.944530 21.678810
H3 3.709130 -0.428650 27.297750
H4 -0.470600 2.916680 17.318440
C2 1.564350 4.393540 22.089280
H5 4.869770 -0.515480 23.029460
C3 1.467090 2.877280 26.399900
H6 9.399240 2.620170 22.995230
C4 9.564960 3.127540 18.700030
H7 2.463280 -2.614060 25.476590
C5 5.684410 1.302370 16.529240
H8 4.997310 -1.586010 17.738470
H9 7.264550 -2.010320 15.148190
H10 5.233060 3.155340 18.037450
H11 0.517040 2.262690 16.127260
H12 -0.048290 0.756300 27.663350
H13 4.416980 0.734380 19.327350
H14 6.946720 -3.773570 15.019110
H15 7.320950 -1.181180 22.955320
N1 1.565620 0.671450 25.361980
H16 6.630580 -3.867320 18.988130
H17 7.608720 3.520070 17.374390
H18 10.238820 3.617770 17.997400
H19 1.816130 3.526890 27.202560
C6 2.346270 -0.533510 25.015180
H20 0.403610 3.071590 26.260800
H21 9.009580 3.916290 19.207500
C7 6.253790 -3.950440 17.968710
H22 6.581070 1.188750 21.194790
H23 5.242750 0.405620 26.966340
H24 8.649980 -4.631520 16.912160
H25 1.685770 2.760920 20.156210
O1 8.470050 0.914810 22.151370
C8 1.911390 -1.720980 25.769730
H26 3.150610 3.193330 17.313440
H27 1.524700 4.889660 23.059020
H28 0.297870 1.280960 24.216760
C9 6.725480 -0.803510 22.124120
O2 0.245150 4.547960 21.383240
H29 8.966520 -3.400140 17.979530
C10 2.071800 2.931460 22.173050
C11 3.894470 -0.279230 25.363610
H30 4.527980 -1.127210 25.103400
H31 1.066020 -1.207390 23.468660
H32 -0.960100 -5.896730 20.352650
H33 5.395070 2.209380 15.998470
H34 1.117310 0.166220 19.221790
H35 3.271590 4.673870 16.224570
C12 4.536250 -2.375540 18.331910
H36 0.454460 0.197020 17.673370
C13 -0.885360 4.173270 22.050330
H37 -0.917950 4.485180 23.094240
O3 8.841940 2.037600 18.026690
H38 0.999440 4.673660 15.965660
H39 2.115830 -1.596390 26.833110
C14 2.921030 -4.194500 21.508360
C15 3.321500 1.496460 26.941850
H40 4.730620 0.787710 16.645480
O4 4.089670 0.376180 20.152450
H41 7.332160 -2.082970 17.383080
C16 -0.975350 -4.872760 19.979350
H42 2.370770 4.946000 21.607040
H43 -0.447540 0.909420 19.088040
H44 1.190940 1.511250 28.599020
N2 1.907380 -2.161150 20.689560
H45 8.001490 2.218920 16.328670
H46 3.449520 -2.357710 18.414320
H47 1.494580 -0.170910 28.047820
H48 3.774130 2.283180 26.338270
H49 7.018650 -2.557360 20.666430
H50 4.323230 0.364430 24.595520
H51 -1.093150 3.105450 22.118790
H52 2.892220 -5.263690 21.298360
N3 5.249010 -1.007090 22.232840
C17 7.743710 2.438500 17.364740
C18 0.584030 2.747110 17.101400
H53 0.635450 5.037310 18.425060
H54 9.527630 2.475910 21.209000
H55 4.933750 -2.331770 19.345910
H56 0.521240 -4.971910 22.025600
H57 2.729440 2.970010 15.643320
H58 2.931450 -3.973320 22.575630
H59 -1.712280 4.671950 21.544750
N4 1.535530 4.891820 17.990570
H60 2.867360 -2.010020 20.414420
H61 3.264800 3.218940 23.893260
C19 7.244230 -1.510900 20.871730
O5 4.824520 -3.723770 17.962640
C20 6.444590 1.657370 17.830580
N5 8.689250 -3.629900 17.035910
C21 2.785740 3.720420 16.431880
O6 0.232940 0.641250 24.929610
H62 8.334020 -1.525660 20.856500
H63 4.344620 3.276990 22.768870
C22 1.032520 0.785130 27.801680
H64 0.457750 -3.334380 22.580790
C23 4.188010 0.345390 26.698040
H65 3.477710 1.810360 27.973920
H66 6.575380 1.136280 22.994780
H67 3.311070 0.897400 20.348270
C24 2.115330 -0.915550 23.512110
H68 1.788930 -1.768370 21.612490
H69 6.175370 0.736250 15.737680
C25 8.904270 2.287120 22.082990
H70 6.582990 0.706350 18.344880
H71 8.023870 2.922210 21.984710
H72 6.415840 -5.020640 17.840210
H73 2.206340 -0.067310 22.833650
C26 1.834840 1.419340 26.626490
O7 1.179240 1.996230 18.190030
C27 6.803020 -2.876790 15.621810
H74 6.857340 -0.992880 19.994200
H75 2.691480 -1.798380 23.235040
H76 4.830340 -0.640720 21.389880
C28 1.666920 -3.548040 20.820520
N6 5.543790 2.383660 18.610220
H77 5.804560 -2.439950 15.603130
H78 -0.207110 -4.825130 19.207570
C29 0.509860 0.802430 18.578090
H79 1.831220 3.264730 25.448370
H80 3.841920 -3.847670 21.039550
H81 0.834740 -1.890550 25.756970
C30 7.047320 0.765960 22.084710
H82 1.906830 4.245460 18.672080
H83 10.319470 2.873650 19.444570
C31 7.297410 -3.117900 17.042770
N7 2.436750 2.526110 20.789450
H84 5.921980 2.751930 19.471300
O8 -0.841590 -3.809080 20.892840
C32 1.387090 4.071040 16.787040
C33 3.410320 2.738000 22.925980
H85 3.299780 2.882700 20.404570
H86 1.484110 -3.993010 19.842420
H87 -1.918810 -4.842270 19.434330

Cartesian forces, eV/Å:
-0.44 -0.05 0.00
0.17 -0.42 0.21
0.18 0.47 -2.05
0.81 -0.38 1.14
-0.11 0.47 0.44
-1.00 -0.15 0.41
0.09 0.16 -0.14
-1.48 0.82 -0.78
0.22 -0.36 0.06
0.96 -0.11 -0.81
-0.13 0.18 -0.37
-0.63 0.14 -0.77
-0.23 -0.12 -0.37
1.12 -0.36 0.03
-0.33 0.43 0.27
0.48 -1.06 0.08
0.17 -0.34 -0.36
0.25 0.48 -0.44
-0.45 0.18 -0.29
-0.55 -0.16 0.44
-0.36 -1.54 1.13
-0.07 0.62 0.43
-0.45 0.19 0.37
-0.40 0.24 -0.64
0.09 -0.26 -0.01
2.49 0.54 -1.77
-0.33 -0.36 0.56
-0.93 -0.27 -0.34
0.88 -0.23 -0.09
0.13 0.26 -0.16
-0.22 0.31 -0.17
0.26 -0.27 0.14
-0.07 -0.18 -0.40
-0.41 0.80 -0.22
-1.09 -1.09 2.50
0.67 0.16 -0.09
-0.59 -0.16 0.44
-0.70 0.50 -0.81
-0.30 0.81 -0.66
4.00 0.02 -0.15
0.86 -0.55 0.16
2.32 1.18 -2.65
0.31 1.19 -2.41
-0.64 -0.81 0.65
-0.08 -0.11 -0.15
0.27 0.04 0.87
0.05 0.45 0.10
0.48 0.57 0.26
0.57 -0.52 -0.23
-0.09 -1.45 1.31
-0.76 -0.20 -0.06
-1.23 -0.06 1.13
0.21 0.50 0.29
3.35 1.02 3.92
-0.77 -0.28 0.15
0.20 -0.12 0.04
-0.89 -0.53 -1.27
1.42 1.65 -0.29
-0.06 -0.10 0.67
0.27 -1.01 -0.11
0.26 -0.07 0.88
0.02 -0.28 -1.09
-0.57 0.15 -0.80
-0.24 0.48 -0.32
0.12 -0.23 0.24
-1.00 1.53 0.02
-0.75 -0.17 -0.50
0.06 0.58 -0.42
-0.46 0.11 0.26
-0.39 0.54 -0.09
-0.66 -0.07 0.87
-0.51 0.73 -0.25
0.13 -0.45 -0.54
0.06 -0.23 0.55
1.54 -0.71 0.65
-1.62 -0.68 -1.26
-0.34 0.65 -0.48
-0.56 0.56 -0.20
0.06 -0.34 0.24
-0.01 0.80 0.32
-0.06 -0.19 -0.21
0.66 0.35 -0.45
0.09 -0.14 0.08
-0.11 -0.22 0.02
-0.61 0.13 0.43
0.08 0.27 0.00
-0.26 -0.71 0.89
0.36 0.25 -0.48
1.80 0.50 -1.35
0.86 -1.07 -2.92
-1.75 0.74 0.61
-0.19 -0.81 -0.05
2.04 0.18 0.89
0.06 0.59 -0.09
-0.27 0.37 -1.77
0.45 0.57 -0.32
-0.88 0.37 -0.04
-1.63 -3.59 0.46
-0.51 0.16 0.07
-0.09 0.54 0.14
-0.74 0.56 0.20
-0.82 0.82 1.16
0.11 0.29 -0.46
0.73 -0.16 0.49
-0.85 -0.24 -0.03
1.16 0.01 0.03
-0.11 0.21 -0.10
-0.31 -0.12 -0.80
0.55 -0.10 -0.15
-0.29 0.73 -0.24
0.02 0.98 -0.41
-0.23 0.21 -0.15
0.23 0.21 -0.22
0.43 0.47 0.16
-0.20 0.19 -0.08
0.37 -2.36 1.13
-1.64 1.44 1.00
-0.68 -1.03 0.19
0.16 0.00 -0.10
0.52 -0.71 -1.03
0.71 -0.16 0.11
-0.02 0.27 0.14
-0.03 -0.14 -0.49
0.71 -2.47 0.34
0.67 -0.04 0.22
-0.43 -1.35 0.04
-1.52 0.59 -0.69
-1.67 -0.86 0.31
0.29 0.03 0.07
1.18 -0.28 1.70
-0.56 -0.73 1.74
-0.79 0.73 2.14
0.14 0.43 0.46
0.41 -0.04 -0.09
-0.17 0.67 0.29

---

Ordered strongest force on any atom results: 6.1, 0.6, 2.1, 5.3; unit eV/A.
Ordered E results: -233.19141, -380.38576, -513.12584, -2294.12367; unit Ha.